This record from the Open Molecules 2025 dataset describes a single C6H9N3OS molecule in a non-equilibrium geometry. The level of theory is wB97M-V/def2-TZVPD.

Geometry as XYZ:
```
20
Properties=species:S:1:pos:R:3:mulliken_charge:R:1
C -0.8073 -1.7248 0.1241 -0.2206
C -2.1193 -2.0304 -0.1286 -0.7233
C -1.4174 0.1569 -1.2151 0.5545
C 1.6539 -0.2002 -1.2100 -0.0738
C 1.0966 0.9029 2.0704 -1.2644
C 0.8198 1.3146 0.6455 -0.3677
N -1.1856 1.1308 -1.9610 -0.5897
N -0.5102 -0.4490 -0.3257 0.2342
N 0.7160 0.1128 -0.2387 -0.1518
O 2.7125 0.3363 -1.4947 -0.5409
S -2.9610 -0.8168 -0.9701 -0.1750
H 0.0762 -2.1308 0.6123 0.4812
H -2.5817 -2.7836 0.4143 0.4503
H 1.4163 -1.1774 -1.5461 0.4156
H 0.2187 0.4490 2.3603 0.3763
H 1.8343 0.1266 2.0934 0.3505
H 1.4595 1.6896 2.7491 0.3630
H -0.1582 1.9247 0.3748 0.2552
H 1.6300 1.9181 0.2429 0.3594
H -1.8931 1.2506 -2.5973 0.2672
```

Properties
spin multiplicity = 3
calculated total energy = -23715.413 eV
ΔE to the lowest compared entry with this formula, charge and spin = 0.000 eV
HOMO (alpha / beta) = -0.187 / -0.369 hartree